Entry 1:
6 unconnected molecules or ions with the total composition C27H48BFNO21P at a distorted geometry, computed with wB97M-V/def2-TZVPD.

Geometry as XYZ:
```
100
Properties=species:S:1:pos:R:3:forces:R:3
C 1.301 4.825 0.997 0.6 -0.7 0.2
C 1.071 3.499 1.955 0.2 0.2 0.3
C 2.404 2.504 1.795 -0.1 2.0 1.7
F 2.407 1.420 2.808 -0.1 2.3 -2.8
O 2.633 2.059 0.411 -1.9 -2.9 1.1
P 1.692 0.654 -0.003 -4.1 -2.0 2.2
O 0.339 0.504 0.851 5.1 1.2 -3.4
O 1.369 0.715 -1.749 0.8 1.0 3.6
C 0.685 2.028 -2.000 0.1 1.8 1.6
C 1.722 3.123 -2.632 0.8 -0.4 0.0
C 1.892 3.093 -4.257 -0.2 0.4 -0.7
C 0.859 2.115 -5.066 -0.3 1.3 -1.5
O 1.110 0.673 -4.918 -1.8 0.9 -1.2
O 2.631 -0.801 0.400 -1.5 2.5 -4.0
B 2.798 -1.653 -0.796 0.6 -1.1 -1.7
N 4.218 -1.901 -1.357 -2.6 0.2 -0.4
O 1.693 -2.336 -1.523 1.5 0.6 4.0
H 1.609 4.441 -0.076 -0.7 1.0 2.1
H 0.348 5.530 0.948 2.1 -1.6 0.2
H 2.220 5.406 1.460 -2.0 -1.0 -1.1
H 0.063 2.949 1.728 2.1 0.9 0.3
H 1.049 3.894 3.079 0.1 -1.1 -2.4
H 3.328 3.208 2.068 -1.8 -1.9 -0.8
H 0.410 2.426 -0.909 0.2 -0.5 -2.4
H -0.336 1.913 -2.559 2.3 -0.2 0.8
H 2.805 2.936 -2.168 -2.5 0.3 -0.8
H 1.408 4.201 -2.293 0.4 -2.1 -0.7
H 1.668 4.203 -4.637 0.4 -2.5 0.6
H 3.012 2.875 -4.601 -2.5 0.2 0.9
H -0.278 2.387 -4.825 2.4 -0.6 -0.2
H 0.986 2.379 -6.222 -0.2 -0.4 2.4
H 0.442 0.244 -5.562 1.7 1.0 1.6
H 4.195 -2.765 -1.973 0.0 1.8 0.8
H 4.533 -1.064 -1.905 -0.1 -1.2 0.8
H 1.062 -2.683 -0.817 0.8 0.9 -1.5
C 7.662 -3.867 -5.222 -0.2 -0.2 -0.3
C 7.543 -2.356 -5.213 0.6 -1.3 0.2
C 7.034 -1.797 -3.918 0.4 -0.1 0.8
O 6.459 -0.569 -4.328 -0.4 0.2 -0.9
C 6.067 -0.743 -5.627 -1.5 1.5 -1.3
O 5.367 0.036 -6.248 1.6 -1.6 1.4
O 6.559 -1.915 -6.133 -0.5 1.0 0.2
H 6.742 -4.340 -4.863 0.1 0.2 0.0
H 7.825 -4.233 -6.241 0.1 0.1 0.2
H 8.492 -4.199 -4.591 -0.1 0.1 -0.1
H 8.500 -1.903 -5.501 -0.1 0.0 0.1
H 7.831 -1.630 -3.189 -0.2 0.1 -0.1
H 6.249 -2.407 -3.456 0.2 -0.1 -0.1
C 3.754 2.982 -9.806 0.0 -0.3 0.2
C 2.449 3.748 -9.897 1.3 -0.5 -0.5
C 2.540 5.158 -9.399 0.5 0.6 -0.3
O 1.201 5.430 -9.022 -0.7 -0.7 0.3
C 0.646 4.226 -8.683 -2.0 -0.3 1.1
O -0.432 4.094 -8.133 2.3 0.3 -1.1
O 1.469 3.192 -9.036 -0.9 0.7 0.4
H 4.201 3.075 -8.811 -0.1 0.1 -0.1
H 3.583 1.914 -9.974 0.0 0.2 -0.1
H 4.474 3.345 -10.546 -0.2 0.0 0.1
H 2.059 3.705 -10.922 0.0 0.1 0.1
H 2.877 5.857 -10.169 -0.2 0.0 0.1
H 3.175 5.270 -8.512 0.0 -0.2 -0.1
C -1.818 0.275 3.467 0.0 -0.2 0.2
C -3.122 1.041 3.376 1.5 -0.5 -0.5
C -3.031 2.451 3.875 0.5 0.6 -0.4
O -4.370 2.723 4.252 -0.8 -0.7 0.4
C -4.925 1.519 4.590 -1.9 -0.3 1.1
O -6.004 1.386 5.140 2.2 0.3 -1.1
O -4.103 0.485 4.238 -1.1 0.8 0.5
H -1.370 0.368 4.463 -0.1 0.1 -0.1
H -1.988 -0.794 3.300 0.1 0.2 -0.1
H -1.097 0.638 2.728 -0.1 -0.1 0.0
H -3.512 0.997 2.352 0.0 0.1 0.1
H -2.694 3.150 3.105 -0.2 0.0 0.1
H -2.396 2.563 4.762 0.0 -0.2 -0.1
C -4.368 -2.773 4.588 0.3 0.2 -0.1
C -3.799 -4.172 4.470 -1.0 1.1 -0.1
C -4.252 -5.102 5.555 -0.9 -0.3 -0.1
O -3.199 -6.050 5.595 1.2 0.2 -0.3
C -2.076 -5.395 5.169 2.1 -0.9 0.3
O -0.945 -5.839 5.250 -2.3 0.9 -0.2
O -2.392 -4.170 4.649 0.6 -1.0 0.4
H -4.237 -2.374 5.600 0.0 -0.1 -0.1
H -3.845 -2.088 3.912 -0.2 -0.2 0.0
H -5.435 -2.761 4.345 0.2 0.0 0.0
H -4.010 -4.580 3.473 0.0 -0.1 0.1
H -5.204 -5.588 5.324 0.3 0.0 0.1
H -4.322 -4.626 6.539 0.0 0.2 -0.2
C -7.833 -3.261 10.624 -0.2 -0.3 0.2
C -6.982 -3.631 9.427 -0.3 0.7 1.2
C -7.196 -2.747 8.236 0.2 1.0 0.0
O -6.817 -3.592 7.163 0.0 -1.1 -0.1
C -7.055 -4.873 7.581 -0.1 -1.9 -1.2
O -7.024 -5.852 6.857 -0.1 2.1 1.5
O -7.341 -4.906 8.918 0.2 -0.3 -1.2
H -8.885 -3.140 10.342 0.2 0.0 -0.1
H -7.801 -4.055 11.378 0.1 0.2 -0.1
H -7.487 -2.328 11.079 0.0 -0.1 -0.1
H -5.924 -3.672 9.716 -0.1 0.1 -0.1
H -6.575 -1.847 8.261 0.0 -0.2 -0.2
H -8.243 -2.455 8.089 0.1 -0.1 0.2
```
Positions in Å, forces in eV/Å.

Properties
Total charge: 0
DFT total energy, eV: -85948.83527
HOMO-LUMO gap, hartree: 0.37376
SMILES: CC[C@@H](F)O[P@@](=O)(OCCCCO)OB(N)O.C[C@@H]1COC(=O)O1.C[C@@H]1COC(=O)O1.C[C@@H]1COC(=O)O1.C[C@@H]1COC(=O)O1.C[C@@H]1COC(=O)O1

Atom charges from the Mulliken analysis, given in e for atoms 1 to 4: -0.762, -0.195, 0.095, -0.314


Entry 2:
5 unconnected molecules or ions with the total composition C27H48FN2O12S3 at a distorted geometry, computed with wB97M-V/def2-TZVPD.

Geometry as XYZ:
```
93
Properties=species:S:1:pos:R:3:forces:R:3
C -1.226 3.829 -0.373 0.1 0.2 -0.8
C -0.893 2.792 -1.129 -0.4 -0.4 0.7
S -0.922 2.819 -2.908 0.9 0.0 -0.2
C -0.890 1.071 -3.484 -0.1 0.1 -0.1
C 0.164 0.216 -2.749 0.1 -0.9 -0.5
C -0.459 -1.042 -2.067 0.1 0.6 0.1
S -0.526 -2.477 -3.196 -0.5 -0.2 0.0
C 0.401 -3.802 -2.379 0.1 0.6 0.5
S 2.017 -3.826 -2.422 -0.3 0.0 -0.1
N -0.369 -4.778 -1.756 1.2 0.5 -0.8
C -1.586 -4.690 -1.120 -1.0 0.0 0.2
C -1.889 -5.947 -0.706 0.7 0.4 -0.4
N -0.860 -6.799 -1.091 -0.6 -1.1 0.6
C 0.037 -6.104 -1.685 -0.4 0.1 0.3
C -2.511 3.468 -3.571 -1.8 -0.1 0.1
C -3.695 3.540 -2.591 -0.3 -0.2 -0.4
F -2.296 4.691 -4.139 0.3 -0.1 0.7
H -1.063 3.761 0.700 -0.3 0.2 -0.2
H -1.606 4.731 -0.853 0.1 0.0 0.5
H -0.557 1.882 -0.633 0.1 0.0 -0.6
H -0.641 1.155 -4.550 0.0 0.2 0.3
H -1.914 0.680 -3.436 0.2 0.0 0.3
H 0.838 -0.175 -3.524 0.0 0.3 0.2
H 0.805 0.772 -2.056 -0.3 0.0 -0.1
H -1.499 -0.801 -1.808 0.3 -0.3 0.3
H 0.110 -1.297 -1.167 -0.2 -0.1 -0.2
H -2.149 -3.776 -0.989 0.3 0.0 -0.2
H -2.765 -6.267 -0.158 0.2 -0.1 -0.1
H 0.972 -6.474 -2.082 -0.2 0.2 -0.1
H -2.795 2.794 -4.393 0.6 -0.1 0.2
H -4.532 2.996 -3.049 0.2 0.1 0.2
H -4.029 4.580 -2.506 0.3 -0.2 0.2
H -3.521 3.094 -1.609 0.1 0.2 -0.2
C -2.526 0.114 6.186 -0.2 0.2 0.1
C -1.451 0.421 5.167 0.0 -0.5 0.4
O -1.864 1.464 4.265 0.1 0.1 -0.2
C -1.776 2.704 4.747 -0.2 -0.2 0.1
O -1.378 3.019 5.834 0.1 0.1 -0.1
O -2.229 3.546 3.807 0.1 0.0 -0.1
C -2.268 4.914 4.226 0.0 0.3 0.0
H -3.472 -0.107 5.691 0.1 -0.1 0.0
H -2.240 -0.741 6.800 0.0 0.0 -0.1
H -2.700 0.966 6.844 0.1 0.0 0.0
H -1.267 -0.458 4.550 -0.1 0.2 -0.2
H -0.507 0.684 5.645 -0.1 0.2 0.0
H -1.304 5.233 4.619 0.0 -0.1 0.1
H -3.047 5.054 4.973 0.1 0.0 0.1
H -2.508 5.513 3.350 0.0 -0.2 -0.1
C -1.022 -5.950 6.631 -0.3 -0.1 -0.1
C -1.182 -4.904 7.714 0.4 -0.3 0.0
O -2.375 -4.131 7.520 0.0 0.2 0.1
C -3.509 -4.720 7.905 0.0 0.0 -0.1
O -3.609 -5.812 8.398 0.0 0.0 0.0
O -4.519 -3.891 7.628 0.0 0.0 0.0
C -5.811 -4.431 7.917 -0.3 0.0 0.0
H -1.072 -5.488 5.643 0.1 0.1 0.0
H -0.066 -6.464 6.733 0.0 0.0 0.0
H -1.818 -6.692 6.680 0.0 0.0 0.1
H -0.353 -4.199 7.670 -0.2 0.2 0.0
H -1.176 -5.352 8.708 -0.2 0.0 0.0
H -5.864 -4.797 8.941 0.1 -0.1 -0.1
H -6.047 -5.231 7.216 0.0 -0.1 0.1
H -6.532 -3.627 7.792 0.2 0.1 -0.1
C 8.694 -1.516 1.114 -0.3 0.0 0.1
C 8.855 -2.317 -0.161 0.3 0.4 0.1
O 8.007 -3.476 -0.161 0.0 -0.1 -0.1
C 6.729 -3.253 -0.452 0.1 0.0 0.2
O 6.234 -2.188 -0.724 0.0 0.0 0.0
O 6.078 -4.417 -0.376 0.0 0.0 -0.1
C 4.673 -4.308 -0.591 -0.1 -0.1 0.1
H 8.847 -2.153 1.987 0.1 0.0 0.0
H 9.412 -0.696 1.144 0.0 0.0 0.0
H 7.690 -1.099 1.191 0.0 0.0 -0.1
H 9.876 -2.689 -0.236 -0.1 -0.3 0.0
H 8.667 -1.707 -1.045 -0.2 -0.1 0.0
H 4.461 -3.789 -1.522 0.1 0.1 0.1
H 4.206 -3.793 0.248 0.0 0.1 -0.1
H 4.271 -5.317 -0.651 0.2 -0.1 0.0
C 1.771 8.343 -8.461 -0.2 0.0 0.3
C 1.898 6.980 -9.107 0.2 0.5 -0.3
O 1.573 5.929 -8.181 0.0 -0.2 0.0
C 0.277 5.725 -7.979 0.2 0.2 -0.1
O -0.632 6.315 -8.499 -0.1 -0.1 0.1
O 0.148 4.743 -7.072 0.0 -0.2 0.1
C -1.201 4.476 -6.705 -0.1 0.0 -0.3
H 2.363 8.388 -7.545 0.1 0.0 -0.1
H 2.113 9.123 -9.142 0.0 0.0 0.0
H 0.737 8.554 -8.187 0.0 0.0 -0.1
H 2.930 6.810 -9.409 0.0 -0.2 0.2
H 1.281 6.902 -10.003 -0.1 -0.1 0.1
H -1.821 4.293 -7.582 0.0 0.1 0.0
H -1.599 5.303 -6.127 -0.1 0.1 -0.2
H -1.196 3.581 -6.086 0.2 0.0 -0.1
```
Positions in Å, forces in eV/Å.

Properties
Total charge: +1
DFT total energy, eV: -91542.03761
HOMO-LUMO gap, hartree: 0.28209

Atom charges from the Mulliken analysis, given in e for atoms 1 to 4: -0.699, -0.150, 0.307, -0.684


Which value of total charge does entry 1 give? 0


The lowest total charge belongs to which entry? C27H48BFNO21P